1.
Here is a structure of composition C9H62CdNO23 from the OMol25 dataset. Energies are from ωB97M-V/def2-TZVPD.

Computed properties:
Gap between HOMO and LUMO, eV: 5.2569
LUMO energy, hartree: -0.16401
Energy relative to the best compared isomer or geometry (same formula, charge and spin), eV: 1.334

Geometry as ORCA input:
```
! wB97M-V def2-TZVPD RIJCOSX def2/J DEFGRID3
* xyz 1 1
Cd -3.478 2.240 0.868
C -1.884 -1.222 -0.978
C -0.873 -1.122 0.162
C 0.455 -1.784 -0.240
C 1.253 -0.855 -1.175
C 1.465 0.448 -0.454
C 0.196 1.244 -0.130
N -0.685 0.296 0.548
O -1.828 0.871 1.127
C -0.326 1.836 -1.446
C 0.625 2.393 0.767
C -1.426 -1.871 1.372
H -2.871 -0.853 -0.697
H -2.031 -2.233 -1.380
H -1.534 -0.702 -1.873
H 0.309 -2.735 -0.760
H 1.119 -2.000 0.599
H 0.737 -0.668 -2.118
H 2.221 -1.294 -1.430
H 2.161 1.128 -0.954
H 1.924 0.240 0.515
H 0.420 2.506 -1.877
H -1.192 2.492 -1.293
H -0.547 1.097 -2.213
H -0.167 3.143 0.844
H 1.508 2.949 0.457
H 0.818 2.026 1.777
H -1.760 -2.855 1.034
H -2.247 -1.300 1.809
H -0.691 -2.009 2.167
O 4.694 1.001 0.188
H 3.820 0.848 -0.178
H 4.854 1.945 0.036
O 2.663 5.284 0.703
H 2.008 5.822 1.152
H 3.051 4.728 1.407
O -4.752 0.626 1.488
H -4.639 0.100 2.318
H -5.311 0.098 0.910
O 0.044 -2.524 -3.642
H -0.789 -2.992 -3.766
H 0.212 -2.561 -2.696
O -4.456 -1.198 3.477
H -3.670 -1.664 3.785
H -5.038 -1.891 3.143
O -1.568 5.194 -3.447
H -1.794 5.439 -4.353
H -2.405 4.951 -3.047
O -3.855 2.061 -1.165
H -3.881 1.311 -1.810
H -3.846 2.850 -1.718
O 2.467 -0.578 3.282
H 2.639 0.101 2.625
H 1.535 -0.454 3.537
O -2.359 4.071 0.936
H -1.642 4.010 1.584
H -2.181 4.876 0.433
O -3.855 0.165 -3.097
H -4.792 0.039 -3.293
H -3.405 0.036 -3.942
O 2.945 -4.438 -0.288
H 2.080 -4.856 -0.151
H 3.028 -3.764 0.399
O 1.536 2.691 4.402
H 0.730 3.083 4.056
H 1.328 1.750 4.480
O -0.324 -0.003 -4.726
H 0.451 0.044 -5.293
H -0.285 -0.889 -4.320
O 0.277 -5.357 -0.368
H -0.640 -5.066 -0.440
H 0.230 -6.176 0.137
O -0.108 0.338 3.528
H -0.352 0.351 2.562
H -0.946 0.490 3.973
O 0.738 3.547 -4.410
H 0.043 4.178 -4.186
H 1.373 3.606 -3.691
O 3.609 3.793 2.860
H 2.889 3.342 3.344
H 4.364 3.202 2.940
O 4.042 -3.590 -2.617
H 3.534 -3.875 -1.827
H 4.772 -4.212 -2.672
O 4.410 3.699 -0.775
H 4.994 4.008 -1.475
H 3.668 4.315 -0.777
O -2.958 -5.727 0.004
H -3.126 -6.657 0.194
H -3.827 -5.314 0.020
O -1.551 -6.047 3.167
H -0.657 -6.099 2.815
H -2.081 -5.695 2.445
O 3.313 -2.945 2.174
H 4.118 -2.535 1.836
H 2.961 -2.290 2.802
*
```


2.
Here is a structure of composition C9H65CrNO25 from the OMol25 dataset. Energies are from ωB97M-V/def2-TZVPD.

Computed properties:
<S²>: 6.010
Gap between HOMO and LUMO (spin up / spin down), eV: 6.1003 / 6.1129
LUMO energy (spin up / spin down), hartree: -0.03234 / -0.03300

Geometry as ORCA input:
```
! wB97M-V def2-TZVPD RIJCOSX def2/J DEFGRID3
* xyz 0 5
Cr -2.145 -3.719 0.963
C 1.162 -1.483 -0.712
C 0.662 -0.427 0.290
C 1.314 0.979 0.044
C 0.685 1.643 -1.183
C -0.777 1.799 -0.890
C -1.590 0.440 -0.671
N -0.834 -0.309 0.354
O -1.521 -1.598 0.739
C -1.731 -0.262 -1.998
C -2.976 0.930 -0.166
C 1.176 -0.864 1.728
H 0.884 -1.226 -1.734
H 0.790 -2.500 -0.590
H 2.249 -1.552 -0.676
H 2.372 0.784 -0.131
H 1.069 1.654 0.864
H 0.861 1.095 -2.109
H 1.180 2.612 -1.241
H -1.226 2.549 -1.541
H -0.832 2.401 0.017
H -0.836 -0.304 -2.619
H -2.508 0.131 -2.654
H -1.950 -1.323 -1.875
H -3.682 0.109 -0.044
H -3.439 1.687 -0.799
H -2.991 1.457 0.789
H 0.828 -1.865 1.985
H 0.900 -0.243 2.580
H 2.262 -0.823 1.808
O -1.688 -4.137 -0.941
H -0.923 -4.403 -1.487
O -1.198 1.529 2.639
H -0.702 0.966 2.045
H -1.868 0.955 3.010
O -0.358 -3.509 -3.496
H 0.473 -3.696 -3.060
H -0.957 -3.283 -2.784
O 3.659 0.921 3.112
H 4.084 1.395 3.827
H 3.752 -0.002 3.346
O -3.399 4.238 0.276
H -2.615 3.767 -0.008
H -3.238 4.437 1.199
O 4.936 1.090 -0.896
H 5.605 1.328 -1.537
H 4.215 0.740 -1.421
O 2.086 -4.288 -2.370
H 1.908 -4.797 -1.579
H 3.034 -4.154 -2.361
O -3.066 -0.500 2.941
H -2.741 -0.621 2.049
H -4.015 -0.422 2.842
O 5.308 -1.227 0.841
H 6.200 -1.066 1.150
H 4.995 -0.368 0.557
O -0.519 -1.916 4.388
H 0.253 -1.810 4.944
H -1.047 -1.136 4.561
O 4.303 -1.721 3.483
H 4.837 -2.439 3.824
H 4.462 -1.731 2.539
O 2.237 2.539 -4.695
H 1.888 3.187 -4.082
H 1.639 1.795 -4.623
O -2.747 -2.491 -4.879
H -2.493 -2.320 -3.972
H -1.927 -2.710 -5.321
O -5.426 0.270 -1.706
H -4.518 0.020 -1.535
H -5.529 0.168 -2.652
O 3.573 2.744 1.081
H 3.572 2.128 1.814
H 3.849 2.221 0.328
O -2.498 -3.320 2.970
H -2.896 -3.918 3.602
H -2.316 -2.526 3.473
O -5.109 4.812 -2.014
H -4.925 4.061 -1.449
H -4.334 4.889 -2.570
O -0.310 -4.533 1.491
H 0.189 -4.527 2.308
H 0.239 -5.024 0.879
O 3.633 0.395 -3.279
H 2.898 0.842 -3.699
H 3.443 -0.536 -3.391
O -2.768 4.436 -3.263
H -1.940 4.176 -2.859
H -2.848 3.869 -4.031
O -0.621 4.372 2.201
H -0.547 3.420 2.137
H 0.284 4.684 2.199
O 2.222 -1.345 5.293
H 2.298 -0.467 5.666
H 2.791 -1.329 4.524
O -4.218 -3.229 -2.112
H -5.028 -3.065 -2.594
H -3.777 -3.917 -2.610
O 2.068 4.777 2.055
H 2.451 5.528 1.602
H 2.368 4.017 1.557
*
```


3.
Here is a structure of composition C9H6BrNO from the OMol25 dataset. Energies are from ωB97M-V/def2-TZVPD.

Computed properties:
Gap between HOMO and LUMO, eV: 7.9565
LUMO energy, hartree: -0.01128
Energy relative to the best compared isomer or geometry (same formula, charge and spin), eV: 2.873

Geometry as ORCA input:
```
! wB97M-V def2-TZVPD RIJCOSX def2/J DEFGRID3
* xyz 0 1
C -0.045 -0.664 2.022
C -0.432 -1.322 2.970
C 0.150 0.903 -1.923
C 0.353 1.801 -0.797
C -0.137 -0.405 -1.695
C 0.450 1.275 0.484
C -0.098 -0.934 -0.392
C 0.107 -0.096 0.742
C -0.578 -1.840 4.251
N 1.135 -1.727 5.186
O 2.002 -1.576 4.466
Br -1.911 -1.155 5.565
H -0.112 1.375 -2.865
H 0.852 2.716 -1.049
H -0.570 -0.965 -2.571
H 0.707 1.859 1.404
H -0.465 -1.898 -0.097
H -0.586 -2.963 4.106
*
```